# 1
A structure of composition C33H42ClMgN8O4S3Se2. Source: the Open Molecules 2025 dataset; level of theory: the ωB97M-V functional and the def2-TZVPD basis.

ΔE to the lowest compared entry with this formula, charge and spin (kcal/mol): 1.18
Total energy (eV): -236179.51256
HOMO energy (eV): -10.608
Frontier orbital gap (eV): 8.619
Maximum force (eV/A): 0.57

Structure (ORCA input):
```
! RIJCOSX wB97M-V def2-TZVPD def2/J DEFGRID3
* xyz 1 1
Mg -0.103 0.174 0.089
C -1.071 0.857 3.915
Se 0.349 -0.061 2.960
C 1.662 1.388 3.013
C 3.043 0.893 2.633
Se 3.016 -0.273 1.063
C 4.589 0.428 0.170
H -1.291 1.795 3.421
H -0.763 1.005 4.946
H -1.939 0.201 3.889
H 1.676 1.770 4.033
H 1.307 2.171 2.345
H 3.489 0.330 3.450
H 3.687 1.736 2.384
H 5.455 0.306 0.813
H 4.419 1.470 -0.090
H 4.721 -0.168 -0.730
N 2.412 0.672 -2.468
C 1.235 0.112 -2.844
N 0.218 -0.102 -2.049
C -0.829 -0.726 -2.709
C -0.600 -1.022 -4.003
S 0.974 -0.483 -4.454
C -2.063 -0.901 -1.930
C -3.234 -1.453 -2.305
S -4.399 -1.271 -1.049
C -3.225 -0.469 -0.072
N -2.056 -0.372 -0.648
N -3.460 -0.007 1.193
H 2.416 1.266 -1.640
H 3.016 1.003 -3.203
H -1.262 -1.474 -4.722
H -3.487 -1.932 -3.235
H -4.424 0.003 1.491
H -2.952 0.851 1.393
O 2.752 2.924 -0.368
C 1.581 3.164 -0.124
N 0.559 2.266 -0.241
S -0.888 2.939 0.024
O -1.469 2.127 1.091
O -1.701 3.065 -1.146
C -0.278 4.502 0.577
C -0.947 5.610 1.052
C -0.184 6.727 1.370
C 1.193 6.720 1.193
C 1.846 5.598 0.696
C 1.091 4.485 0.390
H -2.023 5.612 1.173
H -0.668 7.615 1.754
H 1.763 7.606 1.443
H 2.918 5.585 0.549
C 4.187 -6.020 2.367
C 3.339 -5.129 1.443
C 2.523 -4.191 2.357
C 4.304 -4.269 0.621
C 2.391 -6.017 0.558
O 1.366 -6.567 1.388
C 3.061 -7.228 -0.169
C 3.471 -7.170 -1.656
C 4.666 -6.314 -1.985
C 4.550 -5.166 -2.759
C 5.644 -4.344 -3.000
C 6.875 -4.684 -2.468
Cl 8.243 -3.652 -2.742
C 7.030 -5.849 -1.731
C 5.927 -6.655 -1.499
C 1.615 -5.252 -0.522
N 0.841 -4.086 -0.105
C 1.128 -2.808 -0.357
N 0.236 -2.032 0.226
C -0.595 -2.922 0.845
N -0.264 -4.175 0.662
H 4.735 -5.383 3.063
H 4.930 -6.605 1.824
H 3.581 -6.699 2.973
H 3.189 -3.790 3.125
H 1.703 -4.712 2.848
H 2.120 -3.329 1.826
H 4.873 -3.632 1.303
H 3.787 -3.604 -0.073
H 5.016 -4.868 0.055
H 1.772 -7.139 2.048
H 2.313 -8.019 -0.099
H 3.918 -7.574 0.409
H 2.626 -6.880 -2.282
H 3.702 -8.200 -1.939
H 3.591 -4.906 -3.196
H 5.547 -3.452 -3.605
H 8.005 -6.118 -1.347
H 6.049 -7.565 -0.922
H 0.915 -5.963 -0.961
H 2.299 -4.904 -1.290
H 1.963 -2.484 -0.957
H -1.459 -2.630 1.422
*
```

***

# 2
A structure of composition C33H42N10O2S2SiTi in a non-equilibrium geometry. Source: the Open Molecules 2025 dataset; level of theory: the ωB97M-V functional and the def2-TZVPD basis.

Expectation value of S²: 2.017
Total energy (eV): -106566.41771
HOMO energy (spin up / spin down) (eV): -5.500 / -6.446
Frontier orbital gap (spin up / spin down) (eV): 5.763 / 6.394
Maximum force (eV/A): 2.16

Structure (ORCA input):
```
! RIJCOSX wB97M-V def2-TZVPD def2/J DEFGRID3
* xyz 0 3
Ti -0.092 0.065 -0.246
N 1.443 -3.442 2.851
C 1.336 -2.090 2.584
S 2.693 -1.081 2.984
N 0.203 -1.795 1.992
N 0.056 -0.443 1.636
C 0.141 0.549 2.516
C -0.105 0.386 3.966
C 0.633 1.078 4.921
C 0.328 0.959 6.271
C -0.712 0.133 6.679
C -1.437 -0.581 5.732
C -1.135 -0.457 4.380
C 0.307 1.828 1.887
C 0.091 3.072 2.513
C 0.281 4.226 1.811
C 0.695 4.165 0.453
C 0.834 2.950 -0.125
N 0.634 1.773 0.544
H 2.188 -3.712 3.464
H 0.597 -3.986 2.845
H 1.477 1.681 4.604
H 0.914 1.499 7.005
H -0.950 0.038 7.733
H -2.240 -1.238 6.044
H -1.694 -1.011 3.633
H -0.242 3.091 3.542
H 0.107 5.186 2.284
H 0.871 5.061 -0.128
H 1.098 2.850 -1.168
C -3.206 1.978 0.810
C -2.852 1.863 -0.644
C -3.688 2.365 -1.619
C -3.332 2.185 -2.953
C -2.161 1.545 -3.293
C -1.313 1.090 -2.259
N -1.708 1.240 -0.964
N -0.102 0.458 -2.364
Si 0.752 0.215 -3.842
C 0.787 1.736 -4.907
C 0.000 -1.187 -4.793
C 2.506 -0.234 -3.458
H -3.418 3.019 1.066
H -2.401 1.622 1.447
H -4.098 1.383 1.029
H -4.604 2.874 -1.340
H -3.984 2.557 -3.735
H -1.880 1.400 -4.328
H -0.059 1.803 -5.600
H 1.709 1.742 -5.503
H 0.779 2.640 -4.285
H -1.054 -0.983 -5.027
H 0.039 -2.101 -4.181
H 0.528 -1.380 -5.739
H 2.894 0.358 -2.619
H 3.136 -0.028 -4.335
H 2.621 -1.296 -3.195
S -2.654 -1.329 0.457
C -2.840 -2.651 -0.608
N -3.190 -2.465 -1.900
C -3.663 -3.533 -2.783
C -2.901 -4.799 -2.468
C -3.013 -5.113 -0.989
N -2.715 -3.911 -0.195
H -3.406 -1.507 -2.122
H -3.502 -3.226 -3.814
H -4.735 -3.695 -2.646
H -1.849 -4.669 -2.732
H -3.295 -5.630 -3.055
H -2.297 -5.876 -0.719
H -4.014 -5.471 -0.752
H -2.336 -3.995 0.736
O 3.971 -5.024 -4.154
C 2.698 -4.397 -4.035
N 1.935 -5.178 -3.107
C 1.465 -4.801 -1.881
O 0.732 -5.515 -1.226
C 1.905 -3.463 -1.364
C 3.238 -3.236 -1.064
C 3.600 -2.056 -0.496
C 2.620 -1.098 -0.252
N 1.350 -1.284 -0.591
C 0.988 -2.461 -1.117
H 4.450 -4.617 -4.885
H 2.194 -4.353 -4.995
H 2.783 -3.389 -3.647
H 1.738 -6.136 -3.354
H 3.980 -4.004 -1.267
H 4.624 -1.854 -0.209
H 2.860 -0.165 0.229
H -0.061 -2.596 -1.344
*
```

***

# 3
A structure of composition C33H42N5OOsPS2. Source: the Open Molecules 2025 dataset; level of theory: the ωB97M-V functional and the def2-TZVPD basis.

ΔE to the lowest compared entry with this formula, charge and spin (kcal/mol): 0.00
Total energy (eV): -77813.42039
HOMO energy (spin up / spin down) (eV): -14.974 / -14.790
Frontier orbital gap (spin up / spin down) (eV): 6.101 / 6.403
Maximum force (eV/A): 0.56

Structure (ORCA input):
```
! RIJCOSX wB97M-V def2-TZVPD def2/J DEFGRID3
* xyz 2 1
Os -0.209 0.124 0.170
S 1.967 -0.466 -0.393
C 2.624 0.953 -0.975
C 3.985 0.926 -1.422
N 5.084 0.898 -1.750
C 1.872 2.140 -1.058
S 0.263 2.184 -0.586
C 2.442 3.341 -1.586
N 2.889 4.318 -1.990
C -5.127 1.491 -2.277
C -5.462 1.536 -0.926
C -4.505 1.284 0.036
C -3.207 0.965 -0.367
C -2.871 0.916 -1.717
C -3.833 1.184 -2.674
N -2.170 0.737 0.592
N -2.460 1.013 1.791
C -1.335 1.025 2.621
C -1.452 1.441 3.931
C -0.296 1.613 4.677
C 0.936 1.351 4.093
C 0.988 0.912 2.784
N -0.133 0.747 2.061
H -5.879 1.706 -3.024
H -6.471 1.780 -0.626
H -4.749 1.328 1.087
H -1.858 0.681 -2.027
H -3.576 1.153 -3.723
H -2.437 1.651 4.323
H -0.355 1.954 5.702
H 1.857 1.492 4.638
H 1.920 0.679 2.291
O -0.462 -1.845 0.290
P -1.308 -3.091 0.755
C -1.512 -2.994 2.564
C -2.089 -4.297 3.194
C -1.512 -4.576 4.584
C -1.489 -3.298 5.412
C -0.534 -2.263 4.794
C -0.246 -2.527 3.309
C -2.972 -2.966 0.039
C -2.982 -2.536 -1.441
C -4.372 -2.745 -2.033
C -4.694 -4.248 -2.114
C -3.972 -5.047 -1.019
C -3.863 -4.219 0.259
C -0.450 -4.602 0.270
C 0.798 -4.874 1.146
C 1.717 -5.876 0.452
C 2.332 -5.261 -0.812
C 1.368 -4.265 -1.472
C -0.082 -4.681 -1.237
H -2.254 -2.187 2.653
H -1.911 -5.162 2.556
H -3.171 -4.194 3.285
H -0.509 -5.003 4.514
H -2.137 -5.326 5.069
H -1.190 -3.513 6.437
H -2.506 -2.900 5.463
H 0.419 -2.277 5.325
H -0.946 -1.259 4.922
H 0.534 -3.279 3.225
H 0.149 -1.626 2.843
H -3.392 -2.134 0.625
H -2.272 -3.109 -2.035
H -2.680 -1.501 -1.521
H -4.417 -2.299 -3.027
H -5.111 -2.218 -1.422
H -4.412 -4.633 -3.094
H -5.770 -4.396 -2.022
H -2.977 -5.354 -1.354
H -4.522 -5.964 -0.809
H -3.511 -4.827 1.089
H -4.863 -3.881 0.538
H -1.200 -5.372 0.486
H 0.489 -5.258 2.119
H 1.357 -3.949 1.314
H 1.146 -6.775 0.206
H 2.498 -6.190 1.143
H 2.585 -6.054 -1.517
H 3.270 -4.760 -0.565
H 1.561 -4.204 -2.543
H 1.521 -3.258 -1.072
H -0.217 -5.715 -1.561
H -0.746 -4.083 -1.853
*
```

***

# 4
A structure of composition C33H43BF3N7O5S in a non-equilibrium geometry. Source: the Open Molecules 2025 dataset; level of theory: the ωB97M-V functional and the def2-TZVPD basis.

Total energy (eV): -75246.64316
HOMO energy (eV): -8.002
Frontier orbital gap (eV): 7.517
Maximum force (eV/A): 6.42

Structure (ORCA input):
```
! RIJCOSX wB97M-V def2-TZVPD def2/J DEFGRID3
* xyz 0 1
C 1.072 -2.351 -2.992
C 2.562 -2.445 -2.394
B 3.014 -1.136 -1.573
O 2.876 0.185 -2.151
C 3.656 -1.212 -0.074
O 3.137 -0.314 0.948
S 4.152 -0.715 2.238
O 3.560 -0.597 3.605
O 5.507 -0.065 2.262
O 4.581 -2.313 1.828
C 3.931 -2.669 0.546
C 2.689 -3.543 1.048
F 2.493 -4.725 0.314
F 2.986 -3.985 2.354
F 1.492 -2.819 1.083
H 0.729 -1.291 -3.190
H 0.301 -2.930 -2.391
H 1.112 -2.864 -4.017
H 3.291 -2.554 -3.277
H 2.627 -3.422 -1.823
H 3.786 0.439 -2.424
H 4.710 -0.765 -0.236
H 4.564 -3.159 -0.253
N -2.935 0.331 -2.428
C -3.378 -0.513 -1.444
C -2.329 -0.757 -0.593
C -1.214 -0.029 -1.077
C -1.618 0.635 -2.208
H -3.492 0.675 -3.192
H -4.398 -0.867 -1.436
H -2.360 -1.389 0.283
H -0.225 0.006 -0.645
H -1.083 1.295 -2.874
N -5.129 -0.207 3.086
C -4.028 0.002 2.299
C -2.933 0.107 3.121
C -3.390 -0.050 4.454
C -4.748 -0.244 4.402
H -6.071 -0.316 2.750
H -4.118 0.058 1.226
H -1.917 0.276 2.799
H -2.790 -0.024 5.352
H -5.474 -0.405 5.184
N 6.625 -4.639 1.414
C 7.898 -4.786 1.894
C 8.555 -5.683 1.087
C 7.646 -6.089 0.080
C 6.465 -5.427 0.304
H 5.916 -4.045 1.812
H 8.226 -4.242 2.766
H 9.576 -6.010 1.209
H 7.835 -6.787 -0.722
H 5.525 -5.449 -0.227
N -0.928 1.921 -5.874
C -0.895 1.245 -7.065
C 0.326 1.474 -7.647
C 1.060 2.314 -6.773
C 0.262 2.571 -5.686
H -1.705 1.937 -5.236
H -1.742 0.663 -7.394
H 0.656 1.080 -8.597
H 2.062 2.689 -6.922
H 0.437 3.160 -4.798
N -8.675 1.064 0.882
C -7.523 0.901 0.159
C -7.875 0.585 -1.130
C -9.290 0.563 -1.189
C -9.757 0.865 0.067
H -8.719 1.296 1.860
H -6.556 1.021 0.623
H -7.189 0.393 -1.942
H -9.900 0.351 -2.054
H -10.761 0.955 0.449
N 1.933 4.453 -2.773
C 1.765 5.756 -2.384
C 0.915 5.769 -1.307
C 0.560 4.424 -1.032
C 1.205 3.635 -1.950
H 2.503 4.146 -3.543
H 2.263 6.557 -2.907
H 0.585 6.649 -0.775
H -0.094 4.074 -0.248
H 1.210 2.564 -2.091
N -1.344 3.157 7.389
C -0.066 2.984 7.850
C 0.564 2.088 7.022
C -0.366 1.711 6.021
C -1.534 2.389 6.272
H -2.036 3.756 7.806
H 0.282 3.510 8.725
H 1.582 1.744 7.124
H -0.199 1.022 5.208
H -2.480 2.389 5.754
*
```

***

# 5
A structure of composition C33H43Cl2IN7OPS2Ti. Source: the Open Molecules 2025 dataset; level of theory: the ωB97M-V functional and the def2-TZVPD basis.

ΔE to the lowest compared entry with this formula, charge and spin (kcal/mol): 0.00
Expectation value of S²: 2.009
Total energy (eV): -134622.33126
HOMO energy (spin up / spin down) (eV): -6.820 / -7.793
Frontier orbital gap (spin up / spin down) (eV): 6.040 / 6.908
Maximum force (eV/A): 0.39

Structure (ORCA input):
```
! RIJCOSX wB97M-V def2-TZVPD def2/J DEFGRID3
* xyz 0 3
Ti 0.334 -0.089 0.189
C 5.262 2.258 5.028
C 5.562 1.246 3.913
C 6.746 1.759 3.094
C 5.939 -0.109 4.530
C 4.313 1.056 3.061
C 3.119 0.644 3.653
C 2.015 0.409 2.865
N 2.022 0.584 1.543
C 3.132 1.040 0.964
C 4.295 1.257 1.690
C 3.024 1.285 -0.491
C 3.990 1.968 -1.215
C 3.829 2.207 -2.571
C 2.652 1.732 -3.152
C 1.724 1.078 -2.374
N 1.894 0.860 -1.066
C 4.850 2.961 -3.412
C 5.311 2.057 -4.565
C 6.075 3.376 -2.596
C 4.185 4.223 -3.980
H 6.157 2.409 5.635
H 4.465 1.915 5.687
H 4.964 3.221 4.610
H 7.603 1.903 3.752
H 6.522 2.721 2.627
H 7.039 1.050 2.317
H 6.832 -0.001 5.149
H 6.146 -0.846 3.752
H 5.138 -0.499 5.159
H 3.047 0.483 4.719
H 1.086 0.063 3.297
H 5.188 1.575 1.174
H 4.871 2.325 -0.704
H 2.447 1.878 -4.203
H 0.801 0.714 -2.805
H 5.776 1.146 -4.185
H 6.042 2.588 -5.176
H 4.480 1.770 -5.210
H 6.587 2.510 -2.172
H 5.807 4.058 -1.786
H 6.782 3.894 -3.245
H 3.330 3.978 -4.611
H 4.903 4.777 -4.587
H 3.839 4.876 -3.178
Cl 0.556 -2.271 -2.112
C 0.802 -3.710 -1.175
C 0.467 -4.924 -1.748
C 0.598 -6.084 -1.006
C 1.052 -6.014 0.301
C 1.380 -4.788 0.852
Cl 1.896 -4.761 2.509
C 1.280 -3.585 0.134
S 1.751 -2.062 0.855
H 0.101 -4.951 -2.765
H 0.338 -7.040 -1.440
H 1.147 -6.906 0.904
S -1.186 2.459 3.697
C -0.768 1.959 2.233
N -0.464 1.589 1.155
C -4.165 -2.766 2.125
N -2.973 -3.608 2.022
C -2.405 -3.783 3.358
N -2.116 -2.528 4.051
C -3.339 -1.721 4.088
N -3.928 -1.482 2.775
C -3.083 -0.611 1.958
P -1.414 -1.357 1.656
C -1.988 -3.034 1.107
C -1.021 -1.800 3.414
H -4.910 -3.310 2.710
H -4.567 -2.590 1.126
H -1.486 -4.369 3.283
H -3.126 -4.339 3.961
H -3.120 -0.762 4.561
H -4.072 -2.255 4.698
H -2.954 0.350 2.459
H -3.565 -0.406 1.000
H -1.130 -3.704 1.039
H -2.419 -2.946 0.106
H -0.834 -0.879 3.975
H -0.109 -2.403 3.428
N -2.003 0.294 -3.212
C -1.636 0.873 -2.022
O -1.013 0.080 -1.204
C -1.918 2.201 -1.760
I -4.542 1.738 -1.020
H -2.035 -0.714 -3.182
H -2.802 0.716 -3.660
H -2.265 2.844 -2.552
H -1.558 2.635 -0.841
*
```

***

> What is the formula in the third record?

C33H42N5OOsPS2

***

> Look up the maximum force of the first one.

0.57 eV/A

***

> What is the formula in the fifth record?

C33H43Cl2IN7OPS2Ti

***

Repeat the first record exactly.
A structure of composition C33H42ClMgN8O4S3Se2. Source: the Open Molecules 2025 dataset; level of theory: the ωB97M-V functional and the def2-TZVPD basis.

ΔE to the lowest compared entry with this formula, charge and spin (kcal/mol): 1.18
Total energy (eV): -236179.51256
HOMO energy (eV): -10.608
Frontier orbital gap (eV): 8.619
Maximum force (eV/A): 0.57

Structure (ORCA input):
```
! RIJCOSX wB97M-V def2-TZVPD def2/J DEFGRID3
* xyz 1 1
Mg -0.103 0.174 0.089
C -1.071 0.857 3.915
Se 0.349 -0.061 2.960
C 1.662 1.388 3.013
C 3.043 0.893 2.633
Se 3.016 -0.273 1.063
C 4.589 0.428 0.170
H -1.291 1.795 3.421
H -0.763 1.005 4.946
H -1.939 0.201 3.889
H 1.676 1.770 4.033
H 1.307 2.171 2.345
H 3.489 0.330 3.450
H 3.687 1.736 2.384
H 5.455 0.306 0.813
H 4.419 1.470 -0.090
H 4.721 -0.168 -0.730
N 2.412 0.672 -2.468
C 1.235 0.112 -2.844
N 0.218 -0.102 -2.049
C -0.829 -0.726 -2.709
C -0.600 -1.022 -4.003
S 0.974 -0.483 -4.454
C -2.063 -0.901 -1.930
C -3.234 -1.453 -2.305
S -4.399 -1.271 -1.049
C -3.225 -0.469 -0.072
N -2.056 -0.372 -0.648
N -3.460 -0.007 1.193
H 2.416 1.266 -1.640
H 3.016 1.003 -3.203
H -1.262 -1.474 -4.722
H -3.487 -1.932 -3.235
H -4.424 0.003 1.491
H -2.952 0.851 1.393
O 2.752 2.924 -0.368
C 1.581 3.164 -0.124
N 0.559 2.266 -0.241
S -0.888 2.939 0.024
O -1.469 2.127 1.091
O -1.701 3.065 -1.146
C -0.278 4.502 0.577
C -0.947 5.610 1.052
C -0.184 6.727 1.370
C 1.193 6.720 1.193
C 1.846 5.598 0.696
C 1.091 4.485 0.390
H -2.023 5.612 1.173
H -0.668 7.615 1.754
H 1.763 7.606 1.443
H 2.918 5.585 0.549
C 4.187 -6.020 2.367
C 3.339 -5.129 1.443
C 2.523 -4.191 2.357
C 4.304 -4.269 0.621
C 2.391 -6.017 0.558
O 1.366 -6.567 1.388
C 3.061 -7.228 -0.169
C 3.471 -7.170 -1.656
C 4.666 -6.314 -1.985
C 4.550 -5.166 -2.759
C 5.644 -4.344 -3.000
C 6.875 -4.684 -2.468
Cl 8.243 -3.652 -2.742
C 7.030 -5.849 -1.731
C 5.927 -6.655 -1.499
C 1.615 -5.252 -0.522
N 0.841 -4.086 -0.105
C 1.128 -2.808 -0.357
N 0.236 -2.032 0.226
C -0.595 -2.922 0.845
N -0.264 -4.175 0.662
H 4.735 -5.383 3.063
H 4.930 -6.605 1.824
H 3.581 -6.699 2.973
H 3.189 -3.790 3.125
H 1.703 -4.712 2.848
H 2.120 -3.329 1.826
H 4.873 -3.632 1.303
H 3.787 -3.604 -0.073
H 5.016 -4.868 0.055
H 1.772 -7.139 2.048
H 2.313 -8.019 -0.099
H 3.918 -7.574 0.409
H 2.626 -6.880 -2.282
H 3.702 -8.200 -1.939
H 3.591 -4.906 -3.196
H 5.547 -3.452 -3.605
H 8.005 -6.118 -1.347
H 6.049 -7.565 -0.922
H 0.915 -5.963 -0.961
H 2.299 -4.904 -1.290
H 1.963 -2.484 -0.957
H -1.459 -2.630 1.422
*
```